C2H3FHgO2P | wB97M-V/def2-TZVPD

Last column: Mulliken spin population.
Cartesian coordinates (Å):
P (-1.327, -0.311, 1.015)  1.74
F (0.613, -1.731, 0.812)  0.05
O (-0.139, 1.575, 0.072)  0.03
C (-0.416, 2.247, -1.091)  -0.01
H (-0.320, 3.352, -0.988)  0.00
H (-1.451, 2.066, -1.467)  -0.01
C (0.509, 1.863, -2.207)  0.03
O (1.358, 1.000, -2.080)  0.01
Hg (1.515, 0.077, 0.110)  0.16
H (0.371, 2.379, -3.180)  0.00

As for the LUMO energy (alpha / beta): 2.8 / 2.9 eV. The calculation puts the HOMO-LUMO gap (alpha / beta) at 4.8 / 4.6 eV. For the highest occupied orbital energy (alpha / beta), the calculation gives -2.00 / -1.71 eV. Its net charge is -1. Its multiplicity is 3.

***

C37H56AsN4O3PbS5 | wB97M-V/def2-TZVPD

Last column: Löwdin charge in e.
Cartesian coordinates (Å):
Pb (-0.016, 0.128, 0.237)  1.50
C (0.284, 2.878, -0.697)  -0.13
C (1.601, 2.348, -0.776)  -0.23
C (2.049, 2.161, 0.581)  -0.23
C (0.997, 2.617, 1.416)  -0.13
C (-0.089, 3.060, 0.642)  -0.31
C (-1.321, 3.769, 1.175)  -0.56
C (-2.217, 4.225, 0.025)  -0.07
C (-0.876, 5.006, 1.970)  -0.05
C (-2.117, 2.846, 2.105)  -0.07
C (3.358, 1.642, 1.196)  -0.52
C (4.563, 2.487, 0.753)  -0.05
C (3.612, 0.158, 0.887)  -0.05
C (3.303, 1.740, 2.729)  -0.07
C (2.306, 2.299, -2.139)  -0.52
C (1.269, 2.195, -3.269)  -0.06
C (3.068, 3.620, -2.361)  -0.04
C (3.263, 1.118, -2.330)  -0.06
H (-0.320, 3.179, -1.543)  0.10
H (1.010, 2.622, 2.497)  0.10
H (-1.687, 4.931, -0.621)  0.09
H (-3.105, 4.731, 0.418)  0.08
H (-2.538, 3.380, -0.589)  0.04
H (-0.235, 5.642, 1.355)  0.09
H (-0.308, 4.714, 2.857)  0.08
H (-1.744, 5.591, 2.294)  0.08
H (-2.430, 1.944, 1.572)  0.06
H (-3.003, 3.357, 2.503)  0.08
H (-1.504, 2.520, 2.948)  0.07
H (4.789, 2.361, -0.304)  0.05
H (5.455, 2.196, 1.320)  0.08
H (4.369, 3.547, 0.936)  0.09
H (3.737, -0.034, -0.174)  0.04
H (2.773, -0.452, 1.234)  0.06
H (4.513, -0.192, 1.404)  0.10
H (3.199, 2.774, 3.067)  0.08
H (4.231, 1.337, 3.143)  0.08
H (2.474, 1.152, 3.133)  0.08
H (0.674, 3.105, -3.366)  0.08
H (0.586, 1.360, -3.098)  0.06
H (1.781, 2.032, -4.221)  0.08
H (2.377, 4.462, -2.271)  0.09
H (3.519, 3.643, -3.361)  0.08
H (3.858, 3.757, -1.623)  0.06
H (2.766, 0.172, -2.090)  0.06
H (4.155, 1.203, -1.714)  0.07
H (3.594, 1.070, -3.371)  0.09
N (-0.805, -0.573, -2.281)  -0.05
N (-1.618, -1.707, -2.129)  -0.02
C (-2.539, -1.699, -1.061)  -0.76
O (-3.416, -2.586, -1.125)  -0.06
O (-2.375, -0.832, -0.149)  -0.20
H (-1.334, 0.217, -2.646)  0.01
H (-0.021, -0.805, -2.876)  0.04
H (-2.036, -2.066, -2.973)  0.13
C (-5.426, 2.470, 0.252)  -0.26
As (-5.283, 1.108, -1.114)  0.64
C (-5.538, -0.501, -0.089)  -0.25
C (-6.997, 1.317, -2.000)  -0.29
S (-3.793, 1.393, -2.534)  0.08
H (-6.422, 2.398, 0.690)  0.03
H (-5.277, 3.452, -0.189)  0.03
H (-4.673, 2.299, 1.016)  0.01
H (-6.607, -0.606, 0.104)  0.04
H (-4.984, -0.388, 0.841)  0.03
H (-5.134, -1.368, -0.612)  0.01
H (-7.808, 1.246, -1.272)  0.03
H (-7.106, 0.543, -2.756)  0.03
H (-7.017, 2.291, -2.485)  0.03
S (-1.050, -0.613, 2.973)  0.56
C (-1.914, -1.980, 2.470)  -0.86
N (-3.215, -2.192, 2.781)  0.02
C (-3.788, -3.244, 1.937)  -0.13
C (-2.530, -3.895, 1.337)  -0.12
N (-1.454, -2.976, 1.722)  0.06
H (-3.760, -1.404, 3.080)  0.11
H (-4.406, -2.819, 1.145)  0.09
H (-4.374, -3.943, 2.533)  0.11
H (-2.604, -3.970, 0.257)  0.09
H (-2.339, -4.886, 1.751)  0.11
H (-0.629, -2.783, 1.123)  0.09
O (0.839, -2.168, 0.219)  -0.40
C (1.860, -3.069, 0.028)  -0.59
C (2.761, -2.573, -1.118)  -0.41
C (4.020, -2.054, -1.091)  -0.17
C (4.491, -1.624, -2.369)  -0.21
C (3.573, -1.814, -3.349)  -0.44
S (2.147, -2.541, -2.736)  1.06
C (2.660, -3.170, 1.335)  -0.47
C (2.263, -2.635, 2.519)  -0.13
C (3.158, -2.909, 3.595)  -0.18
C (4.228, -3.652, 3.211)  -0.42
S (4.159, -4.018, 1.537)  1.00
C (1.261, -4.448, -0.366)  -0.45
C (0.159, -4.598, -1.153)  -0.16
C (-0.185, -5.958, -1.399)  -0.19
C (0.662, -6.826, -0.787)  -0.43
S (1.871, -5.997, 0.101)  1.01
H (4.599, -1.949, -0.185)  0.08
H (5.463, -1.177, -2.534)  0.11
H (3.651, -1.575, -4.400)  0.07
H (1.348, -2.062, 2.622)  0.06
H (3.000, -2.559, 4.608)  0.10
H (5.058, -4.004, 3.806)  0.05
H (-0.412, -3.749, -1.511)  0.09
H (-1.031, -6.261, -2.004)  0.10
H (0.644, -7.906, -0.783)  0.05

As for the LUMO energy: 2.3 eV. The calculation puts the HOMO-LUMO gap at 6.9 eV. For the highest occupied orbital energy, the calculation gives -4.52 eV. Its net charge is -1. The calculation puts the energy above the lowest of the compared OMol25 structures with the same formula, charge and spin at 0.0 kcal/mol.

***

C11H16O8PSc | wB97M-V/def2-TZVPD

Last column: natural (NBO) charge in e.
Cartesian coordinates (Å):
O (-0.339, 0.703, -4.570)  -0.59
C (0.695, -0.102, -4.406)  -0.05
Sc (-0.671, -0.016, -2.643)  1.11
C (-0.925, -2.000, -1.569)  0.49
O (-1.099, -3.043, -1.099)  -0.27
C (1.603, -0.068, -2.156)  0.47
O (2.743, -0.197, -1.992)  -0.37
C (-0.123, 2.054, -1.748)  0.51
O (0.262, 3.097, -1.425)  -0.32
C (0.439, -1.511, -4.386)  0.52
O (0.784, -2.522, -4.909)  -0.27
H (1.765, 0.206, -4.500)  0.29
C (1.769, -2.710, 2.154)  -0.63
C (1.710, -1.798, 0.953)  -0.07
O (0.318, -1.308, 0.905)  -0.83
P (-0.107, 0.026, 0.060)  1.81
O (0.848, 1.142, 0.760)  -0.87
C (0.770, 1.728, 2.106)  -0.05
C (0.356, 0.783, 3.192)  -0.65
O (-1.545, 0.274, 0.796)  -0.84
C (-2.345, 1.530, 0.723)  -0.07
C (-3.493, 1.360, -0.243)  -0.64
H (1.571, -2.159, 3.080)  0.23
H (2.770, -3.146, 2.224)  0.25
H (1.039, -3.522, 2.067)  0.23
H (2.398, -0.945, 1.061)  0.20
H (1.935, -2.324, 0.016)  0.18
H (1.783, 2.100, 2.280)  0.23
H (0.093, 2.588, 2.042)  0.19
H (-0.666, 0.417, 3.050)  0.23
H (1.051, -0.053, 3.299)  0.22
H (0.375, 1.337, 4.136)  0.26
H (-2.687, 1.694, 1.753)  0.24
H (-1.700, 2.378, 0.444)  0.18
H (-3.942, 0.364, -0.167)  0.24
H (-4.258, 2.108, -0.007)  0.27
H (-3.180, 1.535, -1.280)  0.17

As for the LUMO energy (alpha / beta): -9.9 / -10.0 eV. The calculation puts the HOMO-LUMO gap (alpha / beta) at 6.4 / 6.5 eV. For the highest occupied orbital energy (alpha / beta), the calculation gives -16.33 / -16.45 eV. Its net charge is +2.

***

C4H12N4 | wB97M-V/def2-TZVPD

Last column: natural (NBO) charge in e.
Cartesian coordinates (Å):
C (2.986, -0.405, -0.425)  0.73
C (3.307, 0.746, 0.330)  -0.80
C (-3.207, -0.149, -0.243)  -0.67
C (-1.972, -0.634, 0.593)  -0.30
N (0.395, -0.344, 0.317)  -0.35
N (-0.995, 1.149, -0.579)  -0.51
N (3.079, -1.523, -0.733)  -0.40
N (-0.767, 0.076, 0.180)  0.25
H (2.760, 0.954, 1.270)  0.33
H (3.266, 1.577, -0.349)  0.31
H (4.337, 0.780, 0.593)  0.34
H (-3.855, 0.629, 0.061)  0.25
H (-3.051, 0.025, -1.264)  0.24
H (-3.931, -0.959, -0.243)  0.28
H (-2.079, -1.627, 0.409)  0.28
H (-2.185, -0.475, 1.613)  0.28
H (-1.853, 1.692, -0.548)  0.46
H (-0.125, 1.727, -0.639)  0.42
H (3.413, -2.146, -1.360)  0.48
H (0.477, -1.093, 1.015)  0.39

As for the LUMO energy: -9.0 eV. The calculation puts the HOMO-LUMO gap at 10.4 eV. For the highest occupied orbital energy, the calculation gives -19.43 eV. Its net charge is +2. The calculation puts the energy above the lowest of the compared OMol25 structures with the same formula, charge and spin at 102.8 kcal/mol.

***

C17H33Br3O8S4 | wB97M-V/def2-TZVPD

Last column: Mulliken spin population.
Cartesian coordinates (Å):
C (-2.566, 10.003, -30.240)  0.00
Br (-3.460, 8.296, -29.795)  0.00
Br (-3.067, 11.629, -29.097)  0.00
Br (-2.874, 10.375, -32.243)  0.00
H (-1.486, 9.861, -30.267)  0.00
C (2.021, 6.872, -26.930)  0.00
C (0.871, 6.123, -27.618)  0.03
C (-0.440, 7.034, -27.632)  0.19
S (-0.305, 8.252, -26.134)  0.04
O (-1.237, 7.878, -25.064)  0.22
O (-0.322, 9.530, -26.760)  0.27
C (1.438, 7.686, -25.691)  0.16
H (2.442, 7.617, -27.605)  0.00
H (2.849, 6.244, -26.599)  0.01
H (0.517, 5.275, -27.034)  0.00
H (0.979, 5.933, -28.686)  0.02
H (-1.431, 6.610, -27.475)  0.01
H (-0.338, 7.622, -28.544)  0.04
H (1.363, 7.015, -24.835)  0.00
H (1.951, 8.515, -25.204)  0.00
C (-1.477, 6.464, -34.291)  0.00
C (-0.793, 7.891, -34.611)  0.00
C (0.614, 7.885, -34.068)  0.00
S (0.415, 7.025, -32.418)  0.00
O (-0.094, 7.964, -31.454)  0.00
O (1.566, 6.156, -32.004)  0.00
C (-1.107, 6.046, -32.861)  0.00
H (-1.123, 5.729, -35.015)  0.00
H (-2.517, 6.522, -34.612)  0.00
H (-1.278, 8.746, -34.140)  0.00
H (-0.730, 8.020, -35.691)  0.00
H (1.161, 8.819, -33.935)  0.00
H (1.203, 7.201, -34.679)  0.00
H (-1.885, 6.299, -32.141)  0.00
H (-0.668, 5.060, -32.710)  0.00
C (-1.147, 12.372, -37.520)  0.00
C (-0.727, 11.052, -36.931)  0.00
C (-0.049, 10.148, -38.052)  0.00
S (-0.688, 10.861, -39.653)  0.00
O (-1.516, 9.865, -40.300)  0.00
O (0.415, 11.479, -40.426)  0.00
C (-1.685, 12.176, -38.841)  0.00
H (-0.387, 13.154, -37.507)  0.00
H (-1.830, 12.846, -36.815)  0.00
H (-1.653, 10.627, -36.543)  0.00
H (-0.158, 10.925, -36.009)  0.00
H (-0.355, 9.106, -37.957)  0.00
H (1.040, 10.193, -38.081)  0.00
H (-2.600, 11.604, -38.689)  0.00
H (-1.966, 13.090, -39.364)  0.00
C (5.356, 10.501, -36.306)  0.00
C (5.259, 11.863, -36.930)  0.00
C (3.770, 12.332, -36.726)  0.00
S (3.470, 11.937, -34.861)  0.00
O (2.227, 11.215, -34.667)  0.00
O (3.807, 13.028, -33.970)  0.00
C (4.887, 10.696, -34.842)  0.00
H (6.341, 10.041, -36.391)  0.00
H (4.670, 9.847, -36.844)  0.00
H (5.441, 11.842, -38.005)  0.00
H (5.944, 12.617, -36.544)  0.00
H (3.060, 11.617, -37.141)  0.00
H (3.423, 13.339, -36.958)  0.00
H (4.770, 9.850, -34.164)  0.00
H (5.681, 11.253, -34.346)  0.00

As for the LUMO energy (alpha / beta): -3.0 / -9.3 eV. The calculation puts the HOMO-LUMO gap (alpha / beta) at 8.7 / 2.5 eV. For the highest occupied orbital energy (alpha / beta), the calculation gives -11.73 / -11.73 eV. Its net charge is +1. Its multiplicity is 2.